1.
39
Properties=species:S:1:pos:R:3:forces:R:3 method="wB97M-V/def2-TZVPD" lumo_energy_ev=0.418 total_energy_ha=-926.57202 fmax_ev_per_a=0.50 charge=0 homo_energy_ev=-7.8621
O -2.776 -2.912 0.206 0.0314 0.1843 0.0014
C -2.581 -1.724 0.015 -0.2191 -0.1430 0.0522
C -3.722 -0.762 -0.005 -0.2526 -0.0584 0.0056
C -3.796 0.267 -0.940 -0.0490 -0.1365 0.1503
C -4.886 1.116 -0.961 -0.2343 0.1095 0.0479
C -5.895 0.928 -0.032 0.1045 -0.0547 -0.0327
F -6.954 1.765 -0.042 0.1214 -0.1011 0.0041
C -5.855 -0.094 0.899 -0.1151 0.1574 -0.0652
C -4.767 -0.945 0.898 0.1386 0.0325 -0.1130
C -1.238 -1.172 -0.205 0.4942 0.0088 -0.0581
C -0.904 0.158 0.050 -0.1543 -0.3594 -0.0236
C 0.378 0.618 -0.140 0.2842 0.2199 0.0460
C 1.405 -0.222 -0.605 -0.4103 -0.0489 -0.0620
N 2.674 0.229 -0.875 0.0795 0.0841 -0.2616
C 3.066 1.613 -0.713 0.0311 0.2804 -0.0529
C 3.854 1.832 0.599 -0.1298 -0.0611 0.1308
C 3.684 0.621 1.514 0.1554 0.0403 -0.0439
C 4.209 -0.643 0.826 -0.1173 0.0413 0.0164
C 3.827 -0.622 -0.668 0.1255 -0.2889 0.1245
C 1.060 -1.566 -0.842 0.1636 -0.0958 0.0487
C -0.217 -2.024 -0.638 -0.2268 0.1288 0.0825
H -3.008 0.389 -1.668 0.0624 0.0385 -0.0331
H -4.964 1.915 -1.682 -0.0388 0.0717 -0.0622
H -6.667 -0.215 1.599 -0.0847 0.0153 0.0611
H -4.709 -1.763 1.601 -0.0052 -0.0782 0.0472
H -1.650 0.835 0.441 -0.0215 0.0579 -0.0100
H 0.581 1.648 0.109 0.0530 0.0555 0.0095
H 3.700 1.869 -1.571 -0.1010 0.0354 0.0671
H 2.192 2.257 -0.763 0.0590 -0.0406 -0.0407
H 3.503 2.733 1.103 0.0745 0.0654 -0.0282
H 4.915 1.966 0.381 0.0399 0.0716 0.0009
H 4.216 0.783 2.452 -0.0741 -0.0115 0.0443
H 2.625 0.496 1.751 0.0140 0.0033 0.0622
H 3.780 -1.520 1.312 0.0641 -0.0553 0.0014
H 5.294 -0.703 0.921 0.0468 -0.0623 0.0334
H 4.644 -0.200 -1.260 -0.0514 -0.0646 -0.0209
H 3.646 -1.630 -1.034 0.0781 0.0783 -0.0691
H 1.799 -2.261 -1.206 0.0700 -0.0308 -0.0455
H -0.461 -3.059 -0.825 -0.0061 -0.0891 -0.0145

2.
88
Properties=species:S:1:pos:R:3:forces:R:3 method="wB97M-V/def2-TZVPD" lumo_energy_ev="-3.917 / -3.906" total_energy_ha=-4266.29421 fmax_ev_per_a=1.90 charge=+1 multiplicity=2 homo_energy_ev="-10.8480 / -11.2755"
Co 0.370 -0.770 -0.538 0.0401 -0.0021 1.8953
C -0.509 -3.704 0.438 -0.0432 -0.0382 -0.0258
O 0.341 -2.930 -0.421 0.0493 0.0895 -0.0186
C 0.635 -3.597 -1.651 -0.2201 -0.2064 -0.0035
C 1.856 -2.960 -2.264 -0.0017 0.2092 0.0723
O 1.689 -1.550 -2.420 -0.0772 -0.1081 -0.0327
C 1.372 -1.131 -3.745 0.1692 -0.1245 -0.0086
C 0.025 -1.625 -4.198 -0.3159 0.0938 -0.0715
O -0.907 -1.370 -3.174 0.1124 0.0825 -0.1575
C -2.246 -1.627 -3.577 -0.0752 0.0684 0.0029
H -0.004 -4.636 0.695 0.0456 -0.0136 0.0325
H -1.467 -3.897 -0.041 0.0883 -0.0239 0.0233
H -0.683 -3.114 1.337 0.0232 0.0092 -0.0204
H -0.239 -3.546 -2.304 0.0127 0.0158 0.0401
H 0.863 -4.647 -1.445 -0.0281 -0.0307 0.0375
H 2.091 -3.433 -3.220 -0.0138 -0.0151 -0.0175
H 2.707 -3.105 -1.596 0.0490 0.0289 -0.0380
H 2.136 -1.498 -4.437 0.0595 0.0672 -0.0102
H 1.408 -0.043 -3.735 -0.0611 0.0045 0.0854
H 0.050 -2.696 -4.446 -0.0324 0.0085 0.0383
H -0.233 -1.087 -5.120 -0.0740 -0.0546 -0.0067
H -2.514 -0.998 -4.432 0.0131 0.0017 -0.0264
H -2.899 -1.403 -2.735 0.1184 -0.0681 -0.3163
H -2.370 -2.678 -3.857 -0.0316 -0.0134 0.0210
O -3.951 -0.206 -0.659 0.0054 -0.0917 -0.0647
S -2.907 -1.083 -0.208 0.1543 -0.0087 0.8202
O -2.963 -2.460 -0.632 -0.1666 0.0436 -0.0816
O -1.576 -0.461 -0.441 0.4381 0.1279 -1.2916
C -2.926 -1.073 1.574 -0.1051 -0.0842 0.1976
C -4.113 -1.527 2.146 0.1508 0.0910 -0.0374
C -4.280 -1.502 3.517 -0.0662 -0.0244 0.0596
C -3.269 -1.002 4.323 -0.0182 -0.0076 0.0685
C -2.086 -0.558 3.760 0.0359 0.0498 -0.0342
C -1.870 -0.609 2.380 -0.1121 -0.1107 -0.1366
P -0.258 0.029 1.744 -0.1216 -0.0542 -0.1904
C -0.567 1.837 1.810 0.0630 0.0320 0.0425
C -1.397 2.376 0.822 -0.0132 -0.0606 -0.0105
C -1.677 3.733 0.802 -0.0125 -0.0018 0.0000
C -1.145 4.573 1.769 0.0140 -0.0080 0.0095
C -0.362 4.041 2.782 -0.0081 -0.0323 -0.0051
C -0.079 2.681 2.810 -0.0757 -0.0663 -0.0722
C 0.975 -0.383 3.033 0.0037 -0.1108 -0.0489
C 2.164 0.343 3.152 -0.1089 0.0279 -0.0329
C 3.191 -0.098 3.976 -0.0335 0.0216 -0.0157
C 3.061 -1.288 4.679 -0.0009 -0.0119 -0.0223
C 1.903 -2.040 4.540 -0.0306 0.0116 -0.0184
C 0.874 -1.595 3.720 -0.0105 -0.0345 0.0179
H -4.905 -1.881 1.498 0.0146 0.0073 0.0109
H -5.205 -1.854 3.957 0.0197 0.0095 -0.0160
H -3.402 -0.954 5.396 0.0044 0.0106 -0.0202
H -1.313 -0.160 4.407 -0.0184 -0.0195 -0.0103
H -1.845 1.729 0.079 0.0453 0.0641 0.0883
H -2.323 4.132 0.029 0.0127 -0.0110 0.0001
H -1.356 5.635 1.744 -0.0113 -0.0201 0.0123
H 0.020 4.681 3.567 0.0076 -0.0151 -0.0164
H 0.490 2.287 3.636 0.1365 -0.0725 0.0455
H 2.299 1.260 2.594 -0.0324 0.0724 0.0053
H 4.093 0.493 4.071 -0.0242 -0.0066 -0.0134
H 3.859 -1.629 5.327 -0.0221 0.0142 -0.0034
H 1.793 -2.971 5.081 -0.0004 0.0105 -0.0240
H -0.022 -2.199 3.625 0.0448 0.0276 0.0254
O -3.218 4.782 -4.512 0.0272 -0.0456 0.0498
C -2.080 5.124 -3.880 -0.0314 -0.0188 -0.0111
O -1.717 6.263 -3.863 0.0198 0.0238 0.0097
C -1.293 4.027 -3.211 -0.0385 0.0551 -0.0410
C -1.780 2.752 -2.967 -0.0197 -0.0265 0.0266
C -0.991 1.809 -2.325 -0.0376 -0.0067 -0.1294
C 0.290 2.140 -1.913 0.1540 -0.1700 0.0193
C 0.790 3.416 -2.166 0.0675 0.0999 0.0858
C -0.001 4.350 -2.803 0.0475 0.0114 -0.0057
N 1.034 1.116 -1.233 -0.6047 0.1979 -0.1672
C 2.231 1.311 -0.867 0.4879 -0.1444 0.0776
C 2.961 0.216 -0.203 -0.2403 0.3831 -0.0525
C 4.314 0.289 0.051 0.2009 -0.0095 0.1252
C 4.926 -0.774 0.702 0.0391 0.1048 -0.0305
C 4.155 -1.852 1.088 -0.0633 -0.0386 0.0431
C 2.800 -1.857 0.783 -0.0151 0.0631 0.1568
N 2.219 -0.847 0.144 0.0113 -0.0860 -0.7179
H -3.368 3.830 -4.485 0.0071 0.0207 -0.0203
H -2.793 2.463 -3.229 0.0192 -0.0024 -0.0009
H -1.379 0.825 -2.115 0.0149 0.0069 -0.0528
H 1.784 3.715 -1.858 -0.0540 -0.0109 -0.0137
H 0.366 5.350 -2.991 -0.0167 -0.0190 0.0022
H 2.754 2.253 -1.016 0.0669 -0.1074 -0.0548
H 4.873 1.162 -0.261 0.0023 -0.0173 0.0335
H 5.987 -0.751 0.914 -0.0087 0.0056 -0.0079
H 4.584 -2.687 1.624 -0.0147 -0.0079 -0.0202
H 2.158 -2.678 1.065 0.0144 -0.0108 -0.0357

3.
13
Properties=species:S:1:pos:R:3:forces:R:3 method="wB97M-V/def2-TZVPD" lumo_energy_ev=-7.233 total_energy_ha=-3100.39272 fmax_ev_per_a=2.96 charge=+1 homo_energy_ev=-15.6546
O 2.164 -1.530 0.722 0.6363 0.0102 -0.2876
C 1.112 -1.014 0.819 0.2528 -0.4309 0.6730
C 0.002 -1.181 1.689 -2.4441 0.6944 0.3654
C -1.116 -0.677 1.634 0.3689 0.5161 -1.2250
C -1.721 0.281 0.632 -0.5776 0.1576 0.5438
Br -2.800 -0.631 -0.803 0.2710 0.4788 1.1947
N -0.520 0.687 -0.209 1.6474 -0.5774 1.8647
C 0.666 0.119 -0.114 -1.3747 1.7379 -1.9632
N 1.621 0.370 -1.281 -1.9148 -0.4902 0.3649
O 1.536 -0.679 -1.901 0.8018 1.1434 0.0503
O 2.079 1.447 -1.502 0.3153 -0.6743 -0.0696
H -2.297 1.255 1.020 1.4174 -2.3660 -0.8230
H -0.725 1.553 -0.706 0.6002 -0.1996 -0.6883

4.
6
Properties=species:S:1:pos:R:3:forces:R:3 method="wB97M-V/def2-TZVPD" lumo_energy_ev=0.497 total_energy_ha=-152.86340 fmax_ev_per_a=2.23 charge=0 homo_energy_ev=-10.3798
O -0.968 -0.035 -0.066 -1.2800 -0.2237 0.1180
H -1.699 0.594 -0.158 0.3381 -0.1986 -0.0085
H -1.378 -0.877 0.179 -0.0210 0.2488 -0.0493
O 1.620 -0.154 -0.086 -0.1710 1.0861 0.4780
H 1.797 0.790 0.216 -0.7847 -2.0023 -0.5941
H 0.630 -0.319 -0.085 1.9186 1.0898 0.0559

5.
50
Properties=species:S:1:pos:R:3:forces:R:3 method="wB97M-V/def2-TZVPD" lumo_energy_ev="-5.583 / -4.695" total_energy_ha=-10226.32978 fmax_ev_per_a=0.90 charge=+1 multiplicity=2 homo_energy_ev="-11.9270 / -11.9422"
V 1.191 -0.540 -0.179 -0.2087 0.0608 0.8448
Cl 6.424 -0.547 4.766 0.0220 -0.0084 0.0176
C 5.001 -0.511 3.825 -0.0028 0.0025 0.0458
C 5.091 -0.571 2.435 0.0945 -0.0078 -0.0040
Cl 6.600 -0.692 1.646 0.0507 0.0089 -0.0368
C 3.926 -0.533 1.693 -0.0768 0.0200 0.0319
Cl 3.919 -0.584 -0.029 -0.0781 0.0146 -0.2622
C 2.681 -0.446 2.296 0.2497 -0.0330 0.1716
O 1.589 -0.403 1.531 -0.2869 -0.1884 -0.5579
C 2.588 -0.388 3.681 -0.0546 0.0034 0.0032
Cl 1.036 -0.280 4.384 -0.0957 0.0144 0.0803
C 3.750 -0.420 4.445 0.0108 -0.0005 0.0360
Cl 3.639 -0.347 6.148 -0.0028 0.0014 0.0156
C -1.081 2.502 1.289 -0.0379 0.0136 -0.0207
N -1.250 2.593 -0.162 -0.0262 -0.0119 0.1462
C -2.402 2.974 -0.811 0.0259 -0.0031 0.0236
C -2.132 2.956 -2.136 0.0517 -0.0273 -0.0292
N -0.821 2.570 -2.278 0.0843 0.0271 -0.1252
C -0.151 2.280 -3.546 -0.0126 0.0553 -0.0204
C -0.299 2.341 -1.070 0.0479 0.0818 0.0181
Se 1.485 1.837 -0.717 -0.0538 -0.1443 -0.1944
H -2.062 2.567 1.750 -0.0140 0.0099 -0.0232
H -0.454 3.315 1.646 0.0121 0.0147 -0.0199
H -0.627 1.549 1.548 0.0079 -0.0349 -0.0160
H -3.302 3.227 -0.279 0.0068 -0.0133 0.0047
H -2.758 3.173 -2.983 0.0093 -0.0011 -0.0006
H -0.794 2.610 -4.356 -0.0251 0.0207 0.0282
H 0.014 1.208 -3.621 -0.0145 -0.0055 0.0280
H 0.795 2.812 -3.596 0.0025 0.0282 0.0326
Br -5.026 -1.448 2.971 -0.0002 0.0147 -0.0050
C -4.562 -1.027 1.195 -0.1071 -0.0072 0.0735
C -5.557 -0.846 0.241 0.0571 0.0202 -0.0686
N -5.290 -0.556 -1.029 0.0441 0.0358 -0.0393
C -4.017 -0.437 -1.392 -0.1099 -0.0375 0.1281
C -2.962 -0.596 -0.499 0.0872 -0.0354 -0.0405
C -3.240 -0.900 0.827 0.1136 -0.0391 0.0100
C -1.574 -0.427 -0.999 -0.2729 0.1141 0.0492
O -1.305 -0.109 -2.130 0.0138 -0.1357 -0.0797
O -0.636 -0.627 -0.061 0.4688 -0.0105 -0.0946
H -6.601 -0.941 0.516 -0.0015 -0.0031 -0.0122
H -3.812 -0.211 -2.431 -0.0231 -0.0029 -0.0138
H -2.444 -1.047 1.545 0.0009 -0.0039 -0.0068
F 3.734 -2.992 -1.979 0.0568 -0.0489 -0.0338
C 2.630 -3.623 -2.362 -0.0431 0.0199 0.0086
F 2.624 -4.853 -1.881 -0.0268 0.0781 -0.0215
F 2.554 -3.642 -3.679 0.0327 0.0243 0.0306
S 1.165 -2.721 -1.684 -0.3518 -0.5927 -0.0126
O 0.004 -3.212 -2.319 0.1026 -0.1841 -0.0853
O 1.453 -1.262 -1.950 0.2962 0.7567 -0.3858
O 1.267 -2.774 -0.223 -0.0229 0.1392 0.3817